(1)
Density functional theory data (ωB97M-V/def2-TZVPD) for C25H51O19 as an isolated structure.

CARTESIAN COORDINATES (ANGSTROEM)
C1 -0.504 1.021 -0.191
O1 0.203 0.425 -1.256
H1 -0.141 2.005 0.107
H2 -1.580 0.987 -0.361
H3 -0.338 0.527 0.767
C2 6.221 -0.564 -3.613
C3 4.685 -0.732 -3.351
O2 4.294 0.517 -2.741
C4 3.068 0.594 -2.155
O3 2.223 -0.323 -2.114
O4 2.952 1.821 -1.624
C5 1.710 2.100 -0.933
H4 6.680 -0.437 -2.633
H5 6.358 0.361 -4.172
H6 6.724 -1.429 -4.047
H7 4.554 -1.561 -2.656
H8 4.185 -0.898 -4.305
H9 1.676 3.153 -0.653
H10 1.898 1.525 -0.026
H11 0.819 1.942 -1.541
C6 -2.190 -4.787 -3.847
C7 -1.649 -4.449 -2.493
O5 -2.487 -3.602 -1.791
C8 -2.188 -2.263 -1.733
O6 -1.044 -1.821 -2.016
O7 -3.193 -1.622 -1.125
C9 -3.085 -0.242 -0.889
H12 -3.065 -5.422 -3.708
H13 -1.611 -5.429 -4.511
H14 -2.628 -3.932 -4.362
H15 -0.626 -4.082 -2.575
H16 -1.637 -5.310 -1.825
H17 -4.127 0.039 -0.731
H18 -2.666 0.339 -1.710
H19 -2.513 0.123 -0.036
C10 2.108 -2.133 6.176
C11 1.638 -0.688 5.962
O8 1.573 -0.360 4.546
C12 0.985 0.796 4.205
O9 0.424 1.580 4.993
O10 0.999 0.839 2.868
C13 0.592 2.019 2.240
H20 1.827 -2.485 7.169
H21 3.196 -2.192 6.128
H22 1.648 -2.801 5.447
H23 2.311 -0.088 6.574
H24 0.621 -0.470 6.289
H25 0.262 1.851 1.215
H26 1.435 2.706 2.298
H27 -0.192 2.646 2.666
C14 3.946 1.604 -5.918
C15 2.847 0.967 -5.079
O11 2.104 1.906 -4.401
C16 1.071 1.596 -3.607
O12 0.683 0.428 -3.256
O13 0.450 2.716 -3.360
C17 -0.610 2.745 -2.481
H28 4.415 0.814 -6.504
H29 4.715 2.034 -5.277
H30 3.566 2.351 -6.615
H31 3.305 0.248 -4.401
H32 2.244 0.431 -5.812
H33 -1.460 2.092 -2.678
H34 -1.148 3.692 -2.482
H35 -0.278 2.541 -1.462
C18 -6.266 3.414 3.804
C19 -4.952 2.711 4.175
O14 -4.220 2.533 2.989
C20 -2.955 2.837 2.957
O15 -2.291 3.075 3.982
O16 -2.507 2.642 1.715
C21 -1.190 2.981 1.419
H36 -6.770 2.967 2.947
H37 -6.151 4.479 3.600
H38 -6.976 3.382 4.630
H39 -5.117 1.771 4.700
H40 -4.371 3.335 4.854
H41 -1.020 2.894 0.346
H42 -0.426 2.435 1.972
H43 -1.041 4.051 1.563
C22 -0.833 -4.563 0.012
C23 -1.739 -3.658 0.822
O17 -1.066 -2.598 1.502
C24 -0.474 -1.587 0.873
O18 -0.469 -1.399 -0.354
O19 0.091 -0.723 1.810
C25 0.238 -1.085 3.160
H44 -0.179 -4.131 -0.745
H45 -1.276 -5.392 -0.540
H46 -0.256 -5.070 0.785
H47 -2.237 -4.249 1.591
H48 -2.488 -3.268 0.133
H49 1.123 -1.678 3.389
H50 -0.505 -1.817 3.479
H51 0.069 -0.246 3.835

Atoms 1-3, force components in eV/Å:
C 2.0 -3.2 -2.8
O -4.0 2.5 4.3
H 0.5 -0.2 -2.3

E, a.u.: -2411.736824
Kohn-Sham gap, eV: 4.483
Total charge: -1
2S+1: 1

=====

(2)
Density functional theory data (ωB97M-V/def2-TZVPD) for C25H51O19Zn as an isolated structure.

CARTESIAN COORDINATES (ANGSTROEM)
Zn1 -15.114 -25.988 -29.140
C1 -11.741 -22.963 -26.693
O1 -12.633 -23.890 -27.208
H1 -12.001 -22.039 -27.208
H2 -11.817 -22.736 -25.630
H3 -10.746 -23.402 -26.778
C2 -14.591 -27.653 -23.828
O2 -15.612 -28.572 -23.936
C3 -16.196 -28.764 -25.105
O3 -15.813 -28.253 -26.163
O4 -17.141 -29.642 -24.990
C4 -17.678 -30.328 -26.143
H4 -13.908 -27.728 -24.674
H5 -13.966 -27.751 -22.940
H6 -14.898 -26.608 -23.860
H7 -18.121 -31.258 -25.787
H8 -16.896 -30.563 -26.866
H9 -18.412 -29.653 -26.582
C5 -5.041 -26.017 -27.113
O5 -4.240 -26.776 -26.155
C6 -3.324 -27.659 -26.571
O6 -3.137 -27.941 -27.774
O7 -2.608 -28.065 -25.522
C7 -1.795 -29.197 -25.628
H10 -5.700 -26.553 -27.796
H11 -4.530 -25.338 -27.796
H12 -5.712 -25.395 -26.521
H13 -1.516 -29.353 -26.670
H14 -2.258 -30.159 -25.409
H15 -0.886 -29.217 -25.026
C8 -10.283 -29.076 -28.469
O8 -10.300 -29.367 -29.924
C9 -11.323 -29.005 -30.663
O9 -12.325 -28.386 -30.310
O10 -11.116 -29.458 -31.932
C10 -12.033 -29.046 -32.944
H16 -9.368 -28.672 -28.034
H17 -10.489 -30.009 -27.943
H18 -11.047 -28.332 -28.245
H19 -11.474 -28.500 -33.705
H20 -12.739 -28.312 -32.554
H21 -12.515 -29.964 -33.279
C11 -16.407 -21.737 -32.860
O11 -15.070 -21.694 -33.288
C12 -14.294 -22.533 -32.761
O12 -14.459 -23.456 -31.947
O13 -13.023 -22.180 -33.155
C13 -11.858 -22.909 -32.810
H22 -17.003 -22.532 -33.308
H23 -16.887 -20.794 -33.122
H24 -16.518 -21.843 -31.781
H25 -10.961 -22.680 -33.385
H26 -11.984 -23.943 -33.130
H27 -11.629 -23.036 -31.752
C14 -20.592 -24.223 -29.213
O14 -20.176 -23.126 -28.364
C15 -18.891 -22.945 -27.920
O15 -17.923 -23.669 -28.108
O16 -18.789 -21.654 -27.497
C16 -17.486 -21.182 -27.202
H28 -20.331 -23.936 -30.231
H29 -21.680 -24.242 -29.288
H30 -20.082 -25.167 -29.022
H31 -17.273 -21.556 -26.200
H32 -17.509 -20.099 -27.080
H33 -16.593 -21.523 -27.725
C17 -14.654 -18.706 -21.274
C18 -13.647 -18.279 -20.205
O17 -13.756 -17.241 -19.595
C19 -12.394 -19.103 -20.365
H34 -15.154 -19.660 -21.105
H35 -14.348 -18.687 -22.320
H36 -15.508 -18.039 -21.156
H37 -12.144 -19.596 -21.304
H38 -12.459 -19.899 -19.623
H39 -11.625 -18.354 -20.175
C20 -14.749 -14.576 -29.222
C21 -14.390 -15.996 -29.427
O18 -14.834 -16.684 -30.365
C22 -13.315 -16.547 -28.527
H40 -14.576 -14.227 -28.204
H41 -15.794 -14.411 -29.486
H42 -14.066 -14.021 -29.865
H43 -12.860 -17.448 -28.937
H44 -13.653 -16.740 -27.509
H45 -12.482 -15.845 -28.471
C23 -7.024 -19.765 -29.866
C24 -5.505 -19.969 -29.682
O19 -4.927 -19.699 -28.635
C25 -4.737 -20.325 -30.970
H46 -7.602 -20.689 -29.878
H47 -7.264 -19.283 -30.814
H48 -7.415 -19.230 -29.001
H49 -3.674 -20.096 -30.905
H50 -5.180 -19.814 -31.826
H51 -4.707 -21.402 -31.137

Atoms 1-3, force components in eV/Å:
Zn 0.4 0.3 0.2
C -0.5 -2.3 -2.1
O 0.1 0.6 1.5

E, a.u.: -4191.444870
Kohn-Sham gap, eV: 2.558
Total charge: +1
2S+1: 1

=====

(3)
Density functional theory data (ωB97M-V/def2-TZVPD) for C25H52F3N3O13SV as an isolated structure.

CARTESIAN COORDINATES (ANGSTROEM)
O1 1.813 -1.487 -0.986
V1 0.298 -2.047 -0.597
O2 -0.716 -0.834 -0.952
C1 1.608 -4.677 -6.062
F1 1.523 -4.526 -7.383
F2 2.040 -5.905 -5.737
F3 2.416 -3.688 -5.532
S1 -0.245 -4.514 -5.445
O3 -0.210 -3.907 -4.120
O4 -1.008 -3.677 -6.427
O5 -0.743 -5.912 -5.400
C2 2.122 1.337 3.309
C3 1.004 1.263 4.395
C4 0.356 2.723 4.524
C5 -0.933 2.918 5.298
C6 -2.055 1.991 4.870
C7 -1.549 0.487 4.629
N1 -0.216 0.432 3.951
O6 0.124 -0.903 3.534
C8 -2.627 0.008 3.636
C9 -1.705 -0.286 5.921
C10 1.695 0.802 5.734
H1 2.549 0.377 3.020
H2 3.037 1.833 3.633
H3 1.760 1.694 2.344
H4 0.418 3.342 3.629
H5 1.055 3.126 5.257
H6 -1.295 3.912 5.036
H7 -0.650 2.745 6.336
H8 -2.528 2.504 4.032
H9 -2.809 2.106 5.649
H10 -2.560 -1.066 3.464
H11 -2.516 0.434 2.639
H12 -3.660 0.222 3.910
H13 -1.603 -1.370 5.865
H14 -2.625 -0.042 6.454
H15 -0.933 0.031 6.622
H16 1.062 0.088 6.260
H17 1.975 1.547 6.479
H18 2.526 0.181 5.399
C11 7.026 0.205 -2.139
C12 7.510 -0.061 -3.491
O7 7.471 1.244 -4.077
C13 6.704 2.064 -3.343
O8 6.362 3.269 -3.633
O9 6.401 1.476 -2.197
H19 7.869 0.195 -1.449
H20 6.332 -0.573 -1.819
H21 6.987 -0.774 -4.128
H22 8.523 -0.406 -3.288
C14 2.025 7.824 -1.537
O10 1.638 6.831 -2.519
C15 1.362 5.556 -1.921
C16 0.638 4.596 -2.967
N2 -0.631 5.074 -3.614
C17 -1.539 5.693 -2.731
C18 -2.901 5.973 -3.439
O11 -2.615 6.540 -4.747
C19 -3.869 6.776 -5.338
H23 1.169 8.370 -1.142
H24 2.585 8.647 -1.981
H25 2.542 7.514 -0.629
H26 0.662 5.622 -1.088
H27 2.267 5.028 -1.620
H28 0.504 3.546 -2.706
H29 1.342 4.457 -3.787
H30 -1.054 4.160 -3.691
H31 -1.082 6.617 -2.376
H32 -1.848 5.092 -1.876
H33 -3.579 6.580 -2.839
H34 -3.423 5.021 -3.538
H35 -4.534 5.916 -5.421
H36 -3.766 7.292 -6.293
H37 -4.522 7.462 -4.799
C20 1.946 -5.624 -0.422
O12 0.532 -5.535 -0.340
C21 0.007 -6.545 0.440
C22 -1.498 -6.360 0.271
N3 -2.035 -4.985 0.533
C23 -3.365 -4.799 -0.093
C24 -4.535 -5.742 0.498
O13 -4.268 -5.860 1.877
C25 -4.992 -6.816 2.611
H38 2.365 -5.030 -1.234
H39 2.258 -6.630 -0.703
H40 2.422 -5.275 0.494
H41 0.343 -6.377 1.463
H42 0.250 -7.558 0.119
H43 -1.961 -7.088 0.937
H44 -1.686 -6.769 -0.722
H45 -2.172 -4.967 1.533
H46 -3.239 -4.878 -1.173
H47 -3.768 -3.806 0.108
H48 -4.271 -6.658 -0.030
H49 -5.578 -5.500 0.293
H50 -4.843 -7.805 2.179
H51 -6.035 -6.516 2.709
H52 -4.625 -6.961 3.627

Atoms 1-3, force components in eV/Å:
O -3.6 -1.8 1.2
V 1.6 3.9 -1.6
O 1.7 -2.5 0.8

E, a.u.: -3767.550212
Kohn-Sham gap, eV: 3.510
Total charge: -1
2S+1: 1

=====

ΔE to the lowest compared entry with this formula, charge and spin list, top to bottom, in kJ/mol: 2684.62, 1016.56, 754.47